1.
DFT (the ωB97M-V functional and the def2-TZVPD basis) results for a single C4H5N3O molecule at a distorted geometry.

The geometry in XYZ format:
```
13
Properties=species:S:1:pos:R:3:mulliken_charge:R:1
N -0.72 -0.19 -2.17 -0.33
C -0.90 0.64 -1.12 -0.05
C -0.28 0.44 0.05 0.15
N -0.48 1.15 1.26 -0.64
C 0.28 0.53 2.12 -0.12
N 1.01 -0.54 1.55 -0.09
C 0.71 -0.66 0.21 0.38
O 1.15 -1.43 -0.61 -0.71
H -1.20 -0.01 -3.06 0.19
H -0.08 -1.01 -2.13 0.23
H -1.53 1.48 -1.29 0.41
H 0.31 0.71 3.19 0.37
H 1.72 -1.11 2.00 0.22
```

structure (SMILES) = N/C=C1/N=CNC1=O
LUMO = 0.90 eV
E_HOMO = -8.00 eV
energy above the lowest of the compared OMol25 structures with the same formula, charge and spin = 58.6 kJ/mol
frontier orbital gap = 8.9 eV


2.
DFT (the ωB97M-V functional and the def2-TZVPD basis) results for a molecular structure, C2H4NO3S at a distorted geometry.

The geometry in XYZ format:
```
11
Properties=species:S:1:pos:R:3:mulliken_charge:R:1
C -0.64 -0.58 -0.94 -0.17
C 0.67 -0.31 -0.43 -0.71
N -1.82 0.88 -1.27 -0.37
O -4.29 1.17 -1.67 -0.66
O -3.38 -1.14 -1.53 -0.67
O -2.93 0.29 -3.47 -0.65
S -3.22 0.23 -2.05 1.14
H -1.00 -1.55 -1.36 0.35
H 0.58 0.19 0.50 0.23
H 0.93 0.35 -1.21 0.26
H 1.29 -1.24 -0.37 0.26
```

LUMO (spin up / spin down) = 3.65 / 3.53 eV
E_HOMO (spin up / spin down) = -4.91 / -4.66 eV
energy above the lowest of the compared OMol25 structures with the same formula, charge and spin = 433.4 kJ/mol
total charge = -1
frontier orbital gap (spin up / spin down) = 8.6 / 8.2 eV


3.
DFT (the ωB97M-V functional and the def2-TZVPD basis) results for 6 unconnected molecules or ions with the total composition C6H24O6 at a distorted geometry.

The geometry in XYZ format:
```
36
Properties=species:S:1:pos:R:3:mulliken_charge:R:1
C 0.73 3.53 2.36 -0.35
O 1.48 4.64 1.84 -0.49
H -0.26 3.70 2.77 0.35
H 0.52 2.81 1.57 0.05
H 1.30 2.96 3.10 0.12
H 2.33 4.25 1.66 0.28
C 2.68 0.03 -2.78 -0.65
O 1.29 -0.12 -3.12 -0.57
H 3.01 -0.86 -2.24 0.32
H 3.32 0.13 -3.66 0.29
H 2.84 0.87 -2.10 0.30
H 0.87 -0.25 -2.26 0.53
C -1.94 -1.81 -3.41 -0.51
O -0.86 -1.55 -4.24 -0.11
H -1.70 -2.32 -2.48 0.33
H -2.52 -0.90 -3.25 0.32
H -2.61 -2.48 -3.95 0.36
H -0.16 -1.15 -3.73 0.48
C 0.31 -0.26 0.22 -0.72
O -0.37 -0.70 -0.96 -0.59
H 0.04 -0.93 1.04 0.37
H 1.35 -0.39 -0.07 0.32
H 0.17 0.75 0.61 0.25
H -1.30 -0.78 -0.74 0.40
C -3.68 -1.58 0.74 -0.69
O -2.96 -0.97 -0.35 -0.54
H -3.10 -2.16 1.46 0.32
H -4.37 -0.85 1.18 0.29
H -4.32 -2.35 0.32 0.28
H -3.61 -0.78 -1.02 0.26
C 1.85 0.21 3.69 -0.60
O 1.82 -1.20 3.68 -0.50
H 1.73 0.55 4.73 0.34
H 2.73 0.70 3.28 0.33
H 1.01 0.67 3.16 0.15
H 2.40 -1.44 2.95 0.29
```

LUMO (spin up / spin down) = -2.84 / -9.78 eV
E_HOMO (spin up / spin down) = -12.57 / -12.57 eV
energy above the lowest of the compared OMol25 structures with the same formula, charge and spin = 324.5 kJ/mol
2S+1 = 2
total charge = +1
frontier orbital gap (spin up / spin down) = 9.7 / 2.8 eV


4.
DFT (the ωB97M-V functional and the def2-TZVPD basis) results for 2 unconnected molecules or ions with the total composition C6H11O at a distorted geometry.

The geometry in XYZ format:
```
18
Properties=species:S:1:pos:R:3:mulliken_charge:R:1
C 1.64 1.64 -1.86 -0.46
O 1.72 2.95 -2.12 -0.86
C 0.65 1.26 -0.73 -0.22
C 0.63 -0.22 -0.37 -1.17
C -0.61 -0.53 0.52 -0.17
C -0.44 -1.30 1.60 -0.23
C -1.62 -1.85 2.34 -0.91
H 2.64 1.30 -1.45 0.14
H 1.36 1.04 -2.76 0.18
H 0.86 1.85 0.18 0.20
H -0.35 1.55 -1.08 0.28
H 0.60 -0.87 -1.24 0.34
H 1.48 -0.50 0.26 0.42
H -1.20 -0.47 -1.13 0.31
H -1.55 0.02 0.26 0.35
H -2.10 -2.65 1.77 0.23
H -2.29 -1.00 2.47 0.26
H -1.42 -2.23 3.34 0.30
```

LUMO = 1.56 eV
E_HOMO = -2.34 eV
energy above the lowest of the compared OMol25 structures with the same formula, charge and spin = 642.5 kJ/mol
total charge = -1
frontier orbital gap = 3.9 eV


5.
DFT (the ωB97M-V functional and the def2-TZVPD basis) results for a molecular structure, C19H27MoN5O2S at a distorted geometry.

The geometry in XYZ format:
```
55
Properties=species:S:1:pos:R:3:mulliken_charge:R:1
N -0.14 2.30 -0.13 -0.31
C 0.02 3.43 -0.36 0.27
C 0.14 4.86 -0.31 -0.86
H -0.87 5.31 -0.37 0.34
H 0.76 5.22 -1.14 0.33
H 0.60 5.13 0.65 0.32
N 4.59 -0.13 -1.22 -0.44
C 4.80 -1.26 -1.02 0.40
C 5.15 -2.65 -0.78 -0.76
H 5.96 -2.96 -1.46 0.32
H 4.26 -3.25 -1.00 0.25
H 5.45 -2.80 0.26 0.28
N -4.49 0.49 0.83 -0.41
C -4.73 -0.58 0.45 0.38
C -5.09 -1.91 -0.03 -0.78
H -4.53 -2.68 0.52 0.27
H -4.86 -2.00 -1.10 0.25
H -6.16 -2.11 0.10 0.33
Mo -0.39 -0.43 -1.89 0.77
C -0.65 -1.47 -0.04 0.53
O -0.80 -2.08 0.94 -0.11
C 1.70 1.33 1.75 0.62
O 2.66 1.88 1.37 -0.09
C 0.51 0.93 -3.22 -0.20
C -0.89 0.99 -3.35 -0.17
C -1.68 -0.18 -3.47 -0.58
C -1.02 -1.45 -3.55 -0.52
C 0.40 -1.51 -3.48 -0.40
C 1.16 -0.33 -3.26 -0.42
H 1.09 1.84 -3.08 0.52
H -1.37 1.96 -3.26 0.48
H -2.76 -0.09 -3.35 0.50
H -1.61 -2.35 -3.43 0.53
H 0.91 -2.46 -3.34 0.47
H 2.22 -0.34 -3.02 0.48
C 2.14 -1.13 3.76 -0.99
N 0.98 -0.65 4.52 0.08
C 0.75 -1.26 5.84 -0.92
C 0.05 0.10 3.95 0.44
S 0.27 0.71 2.22 0.15
N -1.13 0.40 4.50 0.14
C -1.21 0.87 5.89 -1.20
C -2.29 0.76 3.67 -1.29
H 2.69 -1.81 4.41 0.33
H 2.79 -0.29 3.47 0.38
H 1.83 -1.68 2.86 0.42
H 0.92 -0.53 6.64 0.37
H -0.27 -1.67 5.90 0.40
H 1.47 -2.08 5.95 0.39
H -2.01 1.61 5.97 0.50
H -1.45 0.06 6.59 0.38
H -0.28 1.35 6.22 0.41
H -2.14 1.73 3.18 0.43
H -2.46 -0.02 2.91 0.47
H -3.16 0.81 4.34 0.52
```

LUMO (spin up / spin down) = -14.79 / -15.19 eV
E_HOMO (spin up / spin down) = -20.99 / -20.99 eV
2S+1 = 3
total charge = +4
frontier orbital gap (spin up / spin down) = 6.2 / 5.8 eV


6.
DFT (the ωB97M-V functional and the def2-TZVPD basis) results for a single C7H13N2OPS molecule at a distorted geometry.

The geometry in XYZ format:
```
25
Properties=species:S:1:pos:R:3:mulliken_charge:R:1
C -1.41 0.67 -1.73 -1.07
C 0.11 0.53 -1.64 -0.28
C 0.51 1.68 -0.66 -0.42
S 2.32 1.91 -0.43 -0.13
N 2.56 0.53 0.49 -0.35
C 3.69 -0.06 0.71 0.30
C 3.61 -1.20 1.51 -0.59
N 2.51 -1.45 2.06 -0.24
C 1.35 -1.03 2.04 0.52
P 0.04 -0.55 3.01 -0.12
O -1.24 -0.54 1.89 -0.31
C -1.70 -1.56 1.13 -0.45
H -1.71 -0.02 -2.58 0.27
H -2.01 0.47 -0.78 0.24
H -1.63 1.76 -2.01 0.40
H 0.65 0.70 -2.53 0.39
H 0.54 -0.43 -1.23 0.25
H 0.01 2.65 -0.91 0.45
H 0.26 1.42 0.38 -0.06
H 4.76 0.16 0.28 0.27
H 4.55 -1.64 1.84 0.35
H -0.10 0.83 2.97 0.03
H -2.85 -1.84 1.29 0.21
H -1.14 -2.48 1.20 0.33
H -1.70 -1.11 0.10 0.02
```

structure (SMILES) = CCCS/N=C/C=N\C#[PH]OC
LUMO = -0.01 eV
E_HOMO = -7.53 eV
energy above the lowest of the compared OMol25 structures with the same formula, charge and spin = 367.7 kJ/mol
frontier orbital gap = 7.5 eV


> What is the formula in the first record?

C4H5N3O